(1)
85
Properties=species:S:1:pos:R:3 method="wB97M-V/def2-TZVPD" charge=+3 homo_ev="-15.6 / -15.6" max_force_ev_per_a=4.5 orbital_gap_ha="0.2018 / 0.1533" spin_multiplicity=2 s2=0.871
Ge -13.5222 -17.6701 -1.4940
C -12.4141 -15.6951 -3.3292
C -13.9187 -19.5146 -1.8218
H -12.7374 -15.0042 -2.5792
H -12.4355 -18.7896 3.4050
O -16.9063 -18.4472 2.7197
C -18.7988 -13.9491 4.0695
C -10.3746 -18.9388 2.9718
C -11.6090 -14.4508 3.8807
C -15.4486 -21.1159 -2.7829
S -16.0226 -17.3290 2.9546
C -8.8283 -12.3618 -1.3193
C -11.5916 -17.4780 -5.3339
H -12.6199 -20.1749 -0.3215
H -9.1549 -14.5206 1.2529
C -19.2595 -15.2725 4.0415
C -8.4750 -13.1480 -0.2509
N -15.2552 -16.8956 1.4004
H -10.4876 -11.6941 -2.5506
N -15.4824 -16.6696 -0.9446
H -8.8270 -17.4279 0.3251
H -15.3382 -19.0246 -3.3975
H -19.2456 -12.0433 4.9674
H -10.5007 -15.8174 -6.1171
C -10.9309 -17.3988 0.7068
C -9.4656 -13.8559 0.4620
H -8.3741 -18.9414 2.3207
H -20.2851 -15.5414 4.3550
C -12.1718 -13.7582 2.7908
H -7.4657 -13.2291 0.1025
H -12.1176 -12.9855 -1.4938
H -11.1791 -15.4451 3.6846
C -11.6864 -18.5295 2.6918
H -13.2717 -11.9193 2.2871
C -18.0158 -15.9839 -0.6596
C -12.3973 -12.7434 5.4305
H -11.2965 -14.5114 5.9695
C -11.1655 -16.1698 -5.3641
H -19.0884 -15.8988 -0.4376
H -15.1324 -23.1324 -2.1132
C -17.4917 -15.8398 -1.9203
H -18.0822 -15.4973 -2.7495
Si -12.5950 -14.2464 0.9025
C -11.1264 -13.0123 -1.0533
C -11.9681 -17.7620 1.5727
H -15.6651 -16.4681 -3.0109
H -10.1276 -19.5264 3.8570
H -11.3525 -18.1847 -6.0874
H -12.8940 -18.8886 -4.3994
H -20.5842 -13.0899 4.8224
N -19.5844 -12.9393 4.6052
C -16.1877 -16.3128 -2.0661
C -12.8668 -12.5694 3.0618
H -12.4313 -12.3509 6.4303
C -13.8050 -21.7908 -1.1038
C -14.8148 -22.1043 -2.0078
V -13.4154 -16.6501 0.8690
H -18.8250 -17.2764 3.3826
C -12.4437 -17.8963 -4.2942
C -16.0274 -16.5221 0.3193
C -18.4272 -16.2985 3.5876
C -10.8239 -13.7190 0.1110
H -17.2031 -12.5871 3.5807
C -14.9671 -19.8170 -2.7230
H -11.0711 -16.8122 -0.2181
C -9.6128 -17.7444 1.0123
C -17.5272 -13.6332 3.5218
C -10.1637 -12.2652 -1.6982
C -16.6559 -14.6374 3.1815
C -13.3255 -20.4844 -1.0652
O -14.9501 -17.3529 3.9418
C -17.0722 -15.9861 3.2661
C -9.3749 -18.5978 2.0868
H -11.1082 -14.3071 -4.3290
H -16.3636 -21.3229 -3.3508
H -13.5801 -13.2082 0.3591
C -12.9621 -12.0803 4.3496
N -17.3182 -16.2059 0.4761
C -11.5052 -15.3237 -4.3190
C -11.7086 -13.9270 5.1756
H -13.5229 -11.1822 4.4651
H -8.1309 -11.6959 -1.8240
H -15.5910 -14.4113 2.9093
C -12.8377 -17.0248 -3.2973
H -13.4424 -22.5450 -0.4406


(2)
44
Properties=species:S:1:pos:R:3 method="wB97M-V/def2-TZVPD" charge=+2 homo_ev="-15.0 / -15.0" max_force_ev_per_a=2.2 orbital_gap_ha="0.2498 / 0.2525"
C 3.2535 -2.2252 -1.9157
H 3.7833 -4.2903 -1.6400
C 1.0971 -1.3173 2.6306
H -0.4786 2.9886 0.3287
N 1.1745 -1.5502 -0.9040
H -1.5950 0.2035 5.0100
F 0.0989 -1.4278 6.1461
N 1.4329 1.0262 -1.6039
C 2.4453 2.8260 -2.8265
H -2.1729 2.3696 0.5610
H 1.7952 -4.7744 -0.1545
C -0.8448 0.1010 2.9553
C 0.1049 -1.1047 4.8075
C 3.4458 0.6323 -2.8729
H -6.4271 1.9410 -1.4232
C -0.8532 -0.2190 4.3338
H 0.1493 -2.9143 0.2919
C 0.1335 -0.4425 2.1302
H 2.4057 3.8708 -3.1147
C 1.9586 -3.7940 -0.5978
H 4.1978 -0.0854 -3.1901
Ce -0.3439 0.1662 -0.1745
H -6.3043 0.6010 0.7607
C 2.3015 -1.2329 -1.6220
H 4.2354 2.3250 -3.9375
H 4.1123 -1.9536 -2.5360
H 0.6385 2.9544 -1.5908
H -5.5265 2.7519 -0.1503
C 3.4517 1.9673 -3.2743
H -1.6059 0.7794 2.5536
H 1.8688 -1.7352 1.9804
C 3.0634 -3.5091 -1.4071
C -5.5278 1.8777 -0.8052
C 1.4490 2.3358 -1.9818
H 1.7877 -2.3887 4.4053
H -5.7221 -0.2790 -0.6463
C -1.2545 2.3042 -0.0550
H -4.5681 0.4112 0.5023
C 1.0725 -1.6791 3.9906
H -1.4877 2.5741 -1.1041
C -5.5220 0.5802 -0.0022
H -4.6650 1.9532 -1.4695
C 2.4139 0.1650 -2.0413
C 1.0283 -2.7825 -0.3467


(3)
108
Properties=species:S:1:pos:R:3 method="wB97M-V/def2-TZVPD" charge=+2 de_lowest_kj_mol=11.9 homo_ev="-12.8 / -12.8" max_force_ev_per_a=0.4 orbital_gap_ha="0.1822 / 0.1824"
Se 4.2802 -6.7777 -2.3537
H -4.3731 -4.4738 -1.2810
H 3.1807 2.7047 4.3885
H 3.9505 1.6201 3.2227
H -1.8829 5.4922 4.0968
C -2.5265 -2.3467 -1.3873
O 1.4489 -0.6776 1.5665
H 3.2492 3.3938 -1.5507
H -1.1930 2.7671 0.4026
H 0.9969 5.5000 1.6872
H -2.0613 5.9506 1.6974
C 5.5486 2.4998 0.0125
Sb 5.1220 -5.1343 -1.0065
C 2.2220 -1.4144 -6.2167
C 0.6878 2.5063 3.2010
H -0.8384 4.2249 4.7303
C 0.4415 5.4851 2.6276
N -0.2682 0.2306 -0.0978
C -1.6912 4.9529 1.4618
C 4.3250 1.9615 -0.3634
N 1.3455 -1.1100 -2.4312
C -5.1813 1.1969 0.9698
H -6.1680 -1.0217 -1.5025
C -3.1925 -3.4688 -3.5045
H 7.3305 2.0620 1.0938
H -6.6359 -0.9246 1.6411
C 2.3205 1.5705 -1.1834
H -4.5421 1.1954 1.8553
C -0.0087 1.0977 0.9982
H 0.0687 6.4926 2.8163
C -3.6580 -1.8395 -0.8895
H -2.3214 3.7947 3.8742
H -5.8178 -2.2016 0.7550
H 0.9616 3.0810 4.0752
H -0.4704 -3.6184 -2.9696
H -4.5673 -2.4139 -0.9862
S 2.7158 -1.2375 -3.4371
C -0.7299 4.4956 2.5586
H 1.3949 1.7220 -1.7141
H -3.2750 -4.4232 -4.0267
C -1.4325 -0.2084 -0.4517
C 0.8987 0.5375 1.9141
O -0.9599 -1.1107 -2.6666
H 6.6391 -0.1973 1.7544
C 1.2515 -1.4033 -7.2158
C 6.3658 1.6919 0.7753
O 3.3591 -2.4702 -3.1015
H 5.8487 3.4977 -0.2768
C 1.4622 0.8741 5.5310
C 3.9200 0.6750 -0.0051
H -1.2373 -5.1935 -2.9540
H -4.8667 2.0062 0.3076
C -1.2804 -1.5118 -1.2404
H 1.5536 -1.4867 -8.2509
Se 3.0100 -3.7699 1.8730
H -2.6150 -2.7894 -4.1327
O -0.2404 -2.2056 -0.7023
C -6.1069 -0.0773 -0.9616
C 0.2508 -1.1234 -3.1337
H 2.1277 0.5530 6.3334
N 3.2794 2.4897 -1.1082
H -2.5595 4.2944 1.3820
C 5.9705 0.3994 1.1487
C -3.7896 -0.5406 -0.2255
H 1.1371 5.2337 3.4289
H 0.5765 0.2369 5.5494
Se 3.9657 -5.7964 1.3357
C -5.1720 -0.1556 0.2592
C -0.5376 2.3596 1.1596
H -7.1132 0.1715 -0.6237
C -2.5120 -3.6817 -2.1413
C -1.4854 4.4964 3.8959
H 3.2731 -1.5017 -6.4545
H -2.9259 -4.8242 -0.3258
H -5.7803 0.6986 -1.6558
Se 2.7448 -2.9739 -0.2202
H 1.1505 1.8940 5.7531
C 2.1941 0.7578 4.1841
H 3.2864 -0.8425 3.1733
C -0.5319 -1.1775 -5.5914
H 4.1315 1.3359 4.9588
H -6.1950 1.4222 1.2994
H -2.7813 1.1896 0.4926
C 1.2541 1.2349 3.0709
H 3.2637 -0.9379 4.9341
C 0.4301 -1.1945 -4.5975
C 4.7519 -0.1270 0.7710
H -1.5808 -1.0774 -5.3490
H -3.2396 -5.6907 -1.8331
H 4.4572 -1.1168 1.0839
C 1.7731 -1.3104 -4.9195
H 1.8261 -1.3907 4.0160
C -2.7081 0.2561 -0.0399
C -1.1169 -4.2725 -2.3828
Tc 1.3131 -1.1272 -0.2505
H -4.9819 -1.3633 2.0704
C -3.3136 -4.7210 -1.3399
C 3.4349 1.6639 4.1853
H -4.1957 -3.0578 -3.3880
H -0.8254 -1.2741 -7.7101
N 2.6445 0.4607 -0.5463
O 3.4541 -0.0180 -3.3830
H -1.2032 5.0095 0.4858
C -0.0997 -1.2841 -6.9085
C -5.6725 -1.2339 1.2353
H -0.6067 -4.5164 -1.4522
C -0.1862 3.0943 2.2919
C 2.6653 -0.6940 4.0550


(4)
74
Properties=species:S:1:pos:R:3 method="wB97M-V/def2-TZVPD" homo_ev=-9.2 max_force_ev_per_a=8.7 orbital_gap_ha=0.3633 smiles="CO[C@@H](CCCCCCOC(C)=O)[C@H](CCO[Si](C)(C)C)OC.CCOCC"
C 3.2408 3.0790 -2.4071
C -0.7494 0.8314 4.2503
H 1.1219 6.1634 -8.5008
H 0.0317 -1.9369 7.2571
H -1.4605 1.7135 4.5460
O -0.5907 -4.6161 1.2076
H -4.1813 -3.4753 1.7624
H -0.7428 1.4687 -6.6584
H -2.0846 -1.2225 5.6220
C -1.9106 -4.0604 3.2647
C 1.2546 3.9023 0.5186
C 2.2301 -3.9215 0.5776
H -5.0462 -1.8226 2.0185
C 0.1574 2.0341 -6.9172
H 2.4768 -2.8901 1.0761
H 0.0305 2.4174 -7.9338
H 0.2480 -3.3339 2.6925
H -1.0429 3.3561 3.0672
H -1.0414 3.6107 0.7227
H 1.6441 4.6919 1.2976
H -0.1692 5.2133 -7.7568
H 1.0145 -6.4330 -0.9028
H 0.5222 -3.5818 6.4488
H 2.8413 4.9104 -7.3074
H -3.1882 -1.7867 1.7179
O 1.3040 1.5756 -1.6135
H 0.8397 -5.2396 -2.4657
H 0.8017 6.2912 -6.7534
H -2.6586 -0.0500 3.3683
C -2.6244 -2.9207 4.2025
C -1.5598 -0.4502 3.5437
H -1.3029 -4.7665 4.0119
C 2.2217 2.4880 -1.2243
H -0.0805 -1.5327 -0.4371
C 0.8413 5.6032 -7.6039
H 0.3395 -2.3887 -2.1194
C -4.0313 -2.4022 2.2638
H -0.1848 0.4454 5.2030
H -2.6813 -4.7967 2.7277
O 2.3221 2.9393 0.1857
H -1.2958 -3.1832 6.7485
H 0.6643 0.8018 2.3273
H 2.5604 3.2306 -3.3672
O -0.2564 -2.1615 5.0526
C -1.5941 -1.6740 4.6314
H 0.3906 2.7406 -4.9141
H 1.0138 1.3525 -6.9293
C 0.0238 2.9978 2.7106
C 0.4076 1.4721 3.2554
H -0.9720 -0.6737 2.5553
H -2.8503 -3.4647 5.2427
H -0.7182 -5.9302 -1.4697
H -1.1710 -2.5891 1.5371
H 1.8343 3.7566 -8.1637
O 1.6294 3.8260 -6.0966
C 0.3802 3.1616 -5.9250
C -0.8180 -3.4979 2.1828
C 0.4120 -5.5598 -1.4220
H -0.4428 3.8829 -5.9528
H 3.6957 4.0787 -1.9917
H 0.8769 4.5084 -0.4363
H -1.3342 -2.6767 -1.2778
H -0.0808 1.9358 0.6034
H 2.9643 -4.1054 -0.3283
O -3.9271 -2.4360 3.7264
H 2.3856 -4.7463 1.4004
C 1.8339 4.4832 -7.3446
Si 0.4409 -4.0933 -0.1155
C -0.2811 -2.7014 6.4206
C -0.1736 -2.5355 -1.0664
H 1.4199 1.5699 3.8734
H 0.7859 3.8127 3.1339
H 4.0912 2.2740 -2.5948
C -0.0478 3.0369 1.0413


(5)
8
Properties=species:S:1:pos:R:3 method="wB97M-V/def2-TZVPD" de_lowest_kj_mol=181.2 homo_ev="-10.2 / -10.2" max_force_ev_per_a=3.2 orbital_gap_ha="0.3175 / 0.3174"
O -1.0701 0.0256 1.3112
Cl 1.4305 1.4223 0.2882
O -2.6346 0.1567 -0.1721
H 1.8616 -0.5363 -1.1298
H 1.1802 -0.7137 0.6008
O -0.6576 -0.2223 -0.8559
C 1.3664 -0.1105 -0.2226
N -1.4763 -0.0218 0.1803


(6)
74
Properties=species:S:1:pos:R:3 method="wB97M-V/def2-TZVPD" de_lowest_kj_mol=0.0 homo_ev=-4.3 max_force_ev_per_a=0.9 orbital_gap_ha=0.1504
H 0.7001 -2.6284 1.2722
N -3.2373 2.2677 -2.0882
H -0.8406 2.7344 -1.1068
C -2.1972 0.5720 2.6145
C 2.8994 -0.8451 -0.3684
H 4.4410 -3.2920 -2.0927
C -0.3795 0.7851 -0.3130
H 3.5468 -4.1221 0.1365
H 3.7752 -0.3754 0.0663
C -2.2135 -0.6060 1.6132
H -4.5859 0.2570 3.1720
H -3.3150 -1.0496 -0.1712
H -2.8108 1.4024 2.2340
H 2.7076 -2.9512 1.1596
C -0.7652 2.2482 -0.1312
O -4.2616 0.2590 -2.5978
F -0.7890 6.1498 1.7236
N 3.2248 -2.2543 -0.7473
H -4.3057 3.7381 -1.0749
H -0.7664 -3.2006 0.5285
H -3.2102 0.6954 0.2355
H 0.4504 -1.5123 -0.8890
H -4.6152 0.0517 4.7705
C 2.0456 -2.8449 -1.5092
H 4.1472 -1.5964 -2.5060
H 0.6274 4.2533 2.1180
H -2.6434 1.1194 4.6348
H 6.5017 -2.0156 -1.8062
H 2.0874 -0.8465 0.3519
C 4.8494 -2.7159 1.1338
H -1.1755 0.9689 2.6989
C -2.7221 0.2226 4.0018
H -1.1321 0.8491 -2.6872
C -0.9529 5.0562 0.9469
F -2.2842 4.8638 0.8461
H -1.9549 -0.6956 -2.9166
H 0.6690 -4.2368 0.5161
H 0.4175 0.7801 -1.0816
C 6.0124 -2.7925 0.1536
H -5.3044 2.7710 -2.1916
H 5.7276 -0.8548 -0.7582
C -2.8482 3.0635 -3.2465
H 2.2587 -3.9087 -1.6362
H 4.7882 -1.7168 1.5720
C -4.4736 2.7307 -1.4735
C -1.8872 0.1779 -2.2489
C 0.3167 -3.2043 0.4266
H 5.0018 -3.4045 1.9655
H -2.2928 2.4506 -3.9596
C -0.2212 3.8545 1.5532
H -0.9132 3.3884 2.2705
H -0.0327 -2.9627 -1.6586
H 6.1471 -3.8279 -0.1754
O 0.2681 2.9517 0.6197
C 5.7220 -1.9069 -1.0513
C -3.2244 0.8602 -2.3541
H -1.7202 2.3684 0.3891
C 0.6747 -2.5818 -0.9202
F -0.5089 5.3713 -0.2781
H -2.8590 -1.3931 2.0205
C 4.3987 -2.2772 -1.6944
H 2.5904 -0.3090 -1.2620
C -2.6445 -0.2537 0.1657
H -4.7380 2.0808 -0.6394
N -4.1256 -0.2368 3.9315
C -1.4521 -0.2133 -0.8023
H -1.2014 -1.0265 1.5799
H -3.7294 3.4929 -3.7411
H -2.2039 3.9016 -2.9462
H 2.0884 -2.3757 -2.4933
H 6.9417 -2.4894 0.6351
H 0.0974 0.4322 0.6172
C 3.5332 -3.0841 0.4697
H -2.1190 -0.5614 4.4737